{"formula": "C51H99N4O7P", "method": "ωB97M-V with the def2-TZVPD basis set", "homo_lumo_gap_ev": [5.66, 6.70], "homo_ev": [-9.092, -10.133], "total_energy_ev": -84066.3929, "total_charge": 1, "multiplicity": 4, "elements": ["C", "C", "O", "P", "O", "C", "C", "C", "C", "N", "C", "C", "C", "C", "C", "C", "C", "C", "C", "C", "C", "C", "C", "C", "C", "O", "C", "O", "C", "C", "H", "H", "H", "H", "H", "H", "H", "H", "H", "H", "H", "H", "H", "H", "H", "H", "H", "H", "H", "H", "H", "H", "H", "H", "H", "H", "H", "H", "H", "H", "H", "H", "H", "H", "H", "H", "H", "H", "H", "H", "H", "H", "H", "H", "H", "C", "C", "C", "C", "C", "C", "N", "O", "C", "C", "C", "H", "H", "H", "H", "H", "H", "H", "H", "H", "H", "H", "H", "H", "H", "H", "H", "H", "H", "C", "C", "C", "C", "C", "C", "N", "O", "C", "C", "C", "H", "H", "H", "H", "H", "H", "H", "H", "H", "H", "H", "H", "H", "H", "H", "H", "H", "H", "C", "C", "C", "C", "C", "C", "N", "O", "C", "C", "C", "H", "H", "H", "H", "H", "H", "H", "H", "H", "H", "H", "H", "H", "H", "H", "H", "H", "H"], "positions_angstrom": [[-2.63387, 5.41341, -1.68720], [-2.92596, 4.46964, -2.84841], [-4.28104, 3.96871, -2.77608], [-4.47490, 2.49542, -2.28579], [-3.98296, 2.20792, -0.92205], [-6.23939, 2.25163, -2.40448], [-6.88489, 2.74617, -1.10377], [-7.43299, 1.61785, -0.20520], [-6.32422, 1.06561, 0.64170], [-5.86604, 1.87668, 1.61834], [-4.81562, 1.58788, 2.41249], [-4.16390, 0.37862, 2.22487], [-4.62384, -0.50764, 1.25540], [-5.71332, -0.19064, 0.45100], [-6.23996, -1.13583, -0.59303], [-5.48728, -2.43899, -0.74718], [-6.09146, -3.33697, -1.80597], [-5.41450, -4.72461, -1.83366], [-4.46954, -4.94008, -3.01966], [-2.97822, -4.79720, -2.70757], [-2.49967, -5.51092, -1.43029], [-1.27229, -6.39769, -1.63426], [0.07928, -5.70258, -1.53174], [0.24384, -4.75710, -0.34739], [1.67099, -4.25406, -0.25934], [2.06448, -4.16960, 1.09641], [3.41240, -3.82959, 1.22998], [-3.75564, 1.62816, -3.39993], [-3.67824, 0.20714, -3.18272], [-2.80098, -0.39715, -4.25050], [-3.43712, 5.34885, -0.96983], [-2.57258, 6.43432, -2.03830], [-1.69787, 5.16860, -1.20973], [-2.21269, 3.65791, -2.86520], [-2.82967, 4.99826, -3.78406], [-6.41580, 1.20334, -2.59247], [-6.60953, 2.83110, -3.23984], [-7.62898, 3.50793, -1.28054], [-6.10272, 3.22696, -0.52815], [-8.21272, 2.00094, 0.44228], [-7.83067, 0.81216, -0.79829], [-6.31547, 2.77193, 1.73765], [-4.54200, 2.31472, 3.15180], [-3.31361, 0.14184, 2.83503], [-4.11224, -1.43987, 1.13040], [-6.30849, -0.62678, -1.54548], [-7.26024, -1.39173, -0.31722], [-4.43668, -2.27464, -0.96989], [-5.53297, -2.96469, 0.20405], [-7.15355, -3.47212, -1.63551], [-5.96195, -2.86503, -2.77540], [-6.18424, -5.48480, -1.86128], [-4.90263, -4.85668, -0.88900], [-4.64286, -5.88537, -3.51440], [-4.71043, -4.18292, -3.75858], [-2.42677, -5.22716, -3.53788], [-2.68169, -3.75224, -2.68555], [-2.31799, -4.76311, -0.66901], [-3.29694, -6.12577, -1.02971], [-1.32547, -7.24483, -0.96264], [-1.34948, -6.80917, -2.63675], [0.32096, -5.16881, -2.44447], [0.83778, -6.47350, -1.43100], [-0.03855, -5.21669, 0.59018], [-0.37448, -3.88654, -0.53723], [1.77132, -3.27922, -0.74056], [2.34933, -4.93086, -0.77959], [3.57703, -2.75735, 1.11540], [4.04104, -4.32371, 0.49114], [3.78859, -4.11707, 2.20135], [-3.27354, 0.00168, -2.19930], [-4.67408, -0.21067, -3.28689], [-3.36502, -0.52369, -5.16544], [-2.49807, -1.38689, -3.93650], [-1.94207, 0.22866, -4.44334], [0.22531, 1.46047, -0.45225], [1.60533, 0.79000, -0.67812], [1.99944, -0.11063, 0.49639], [2.52622, 0.62027, 1.72912], [3.64538, 1.58107, 1.33130], [3.21566, 2.56246, 0.24453], [2.66037, 1.81676, -0.93204], [3.61338, 1.32752, -1.64687], [2.20662, 3.56088, 0.84024], [4.40460, 3.39151, -0.22275], [1.43579, -0.09714, -1.90590], [0.28631, 2.48880, -0.11366], [-0.33530, 1.49768, -1.38732], [-0.37185, 0.90694, 0.27393], [2.78414, -0.79555, 0.16069], [1.14527, -0.73425, 0.76841], [1.71657, 1.14672, 2.24248], [2.91212, -0.11039, 2.44252], [3.98831, 2.14598, 2.19981], [4.50296, 0.99982, 0.97815], [1.80511, 4.21628, 0.06680], [2.71560, 4.18543, 1.57322], [1.37706, 3.09091, 1.36412], [5.23067, 2.77100, -0.56494], [4.76394, 3.99978, 0.60589], [4.11851, 4.05935, -1.03642], [1.25028, 0.49657, -2.80166], [0.57568, -0.74852, -1.73942], [2.30532, -0.72614, -2.08814], [-3.44365, -1.15734, 8.36727], [-3.19698, -0.42148, 7.02563], [-2.27683, -1.22650, 6.09952], [-0.79118, -1.15742, 6.44726], [-0.34730, 0.29874, 6.58682], [-1.19031, 1.07336, 7.59730], [-2.64240, 0.94604, 7.25218], [-2.95568, 1.73716, 6.28187], [-0.87623, 0.55945, 9.01494], [-0.81090, 2.54795, 7.58950], [-4.55717, -0.30438, 6.35760], [-2.83783, -0.78950, 9.18699], [-4.47532, -1.02197, 8.69108], [-3.26015, -2.22781, 8.27312], [-2.39803, -0.85027, 5.07631], [-2.61620, -2.26334, 6.08728], [-0.58432, -1.72099, 7.35993], [-0.21314, -1.63932, 5.65693], [0.69921, 0.34876, 6.89084], [-0.41185, 0.78594, 5.60811], [-1.53441, 1.02055, 9.75225], [0.14798, 0.82725, 9.27028], [-0.94269, -0.52081, 9.11823], [-0.89036, 2.98989, 6.59844], [0.22106, 2.65202, 7.92008], [-1.44479, 3.11687, 8.27035], [-5.22994, 0.34121, 6.92220], [-5.01267, -1.29314, 6.29655], [-4.48437, 0.08770, 5.34282], [8.04260, 2.96444, -5.86636], [7.93183, 1.45901, -5.51364], [6.64458, 1.14565, -4.74125], [6.66734, 1.52152, -3.26128], [7.90885, 0.93850, -2.58759], [9.20223, 1.34921, -3.28644], [9.12823, 1.00516, -4.74121], [9.35119, -0.25100, -4.92373], [9.44651, 2.85136, -3.04741], [10.39373, 0.62608, -2.67322], [7.86822, 0.72176, -6.84517], [8.69335, 3.52538, -5.20502], [8.46894, 3.09024, -6.86147], [7.06442, 3.44677, -5.85746], [6.45351, 0.06980, -4.80964], [5.80802, 1.63557, -5.24197], [6.62767, 2.60795, -3.13929], [5.77262, 1.13249, -2.77579], [7.95678, 1.25344, -1.54262], [7.82894, -0.15330, -2.58019], [10.30884, 3.20193, -3.61611], [9.65669, 3.01324, -1.99043], [8.59286, 3.48024, -3.28860], [10.27197, -0.45478, -2.68945], [10.50364, 0.93594, -1.63469], [11.31476, 0.87460, -3.20190], [8.80143, 0.82342, -7.39915], [7.06627, 1.16047, -7.43957], [7.65719, -0.33880, -6.72336]], "forces_ev_per_angstrom": [[-0.126, -0.039, -0.400], [0.368, 0.585, 0.335], [0.057, 0.093, -0.435], [0.358, -0.261, 0.503], [0.029, -0.157, 0.126], [-0.010, 0.596, 0.095], [0.112, -0.241, 0.347], [0.565, 0.136, -0.007], [0.343, -0.491, 0.062], [0.348, -0.614, -0.030], [0.142, -0.923, -0.552], [-0.479, 0.712, 0.037], [-0.283, 0.697, 0.136], [-0.091, 0.671, 0.241], [-0.039, -0.043, 0.214], [-0.182, -0.001, 0.241], [0.426, -0.433, -0.037], [-0.306, 0.241, -0.294], [0.296, 0.575, 0.204], [0.219, -0.372, 0.126], [-0.134, 0.065, -0.231], [-0.179, 0.368, -0.306], [0.072, -0.268, 0.513], [0.180, 0.359, -0.756], [0.181, -0.086, 0.292], [-0.272, -0.171, 0.112], [0.518, 0.319, -0.098], [-0.188, -0.014, -0.110], [0.364, -0.085, -0.478], [-0.417, -0.047, -0.039], [-0.136, -0.030, 0.344], [-0.033, 0.281, 0.005], [0.236, -0.110, 0.227], [0.012, -0.406, -0.002], [-0.194, -0.007, -0.356], [-0.210, -0.298, -0.124], [-0.085, -0.070, -0.354], [-0.396, -0.030, -0.213], [0.055, 0.406, 0.157], [-0.260, 0.042, 0.146], [-0.403, -0.146, -0.166], [-0.089, 0.142, -0.008], [0.095, 0.173, 0.205], [0.181, -0.038, 0.195], [0.134, -0.350, -0.081], [0.043, 0.143, -0.317], [-0.318, 0.009, -0.013], [0.292, 0.101, -0.071], [0.115, -0.143, 0.231], [-0.288, 0.183, 0.077], [-0.197, 0.139, -0.267], [-0.221, -0.184, 0.018], [0.185, -0.170, 0.207], [-0.085, -0.415, 0.111], [-0.099, 0.053, -0.381], [0.095, 0.020, -0.312], [-0.048, 0.317, 0.090], [0.102, 0.097, 0.364], [-0.224, -0.240, -0.039], [0.148, -0.122, 0.363], [-0.003, -0.317, -0.165], [-0.045, 0.197, -0.296], [0.195, -0.212, -0.114], [-0.089, -0.154, 0.247], [-0.435, 0.154, 0.340], [0.043, 0.230, -0.097], [0.161, -0.200, -0.102], [-0.050, 0.244, -0.059], [0.029, -0.219, -0.222], [-0.195, -0.126, 0.368], [-0.028, 0.135, 0.345], [-0.321, -0.123, 0.258], [-0.010, 0.126, -0.324], [0.273, -0.241, 0.088], [0.319, 0.044, 0.027], [0.082, 0.275, -0.022], [-1.231, 0.118, -0.052], [0.383, -0.092, 0.374], [-0.030, 0.078, -0.120], [-0.015, -0.411, 0.105], [-0.305, 1.013, 0.417], [0.928, -1.136, 0.434], [-0.197, 0.319, -0.379], [-0.147, -0.081, -0.047], [0.250, -0.105, -0.188], [0.273, -0.114, -0.200], [0.034, -0.065, 0.065], [0.008, -0.090, -0.032], [0.014, -0.060, -0.016], [0.015, 0.072, -0.123], [-0.052, -0.025, -0.089], [0.003, 0.061, -0.033], [-0.028, -0.018, 0.011], [0.006, 0.076, -0.010], [-0.026, 0.028, -0.106], [-0.015, 0.008, -0.034], [0.114, 0.000, -0.032], [0.033, -0.013, -0.022], [-0.076, -0.022, -0.042], [-0.050, 0.023, 0.074], [-0.014, -0.020, -0.015], [0.009, 0.034, 0.018], [-0.069, 0.016, 0.042], [0.014, 0.076, 0.000], [0.088, 0.192, 0.174], [-0.537, -0.717, 0.804], [0.398, 0.070, -0.247], [-0.088, 0.089, 0.053], [-0.074, -0.293, -0.318], [0.512, 0.063, 1.057], [0.451, -0.064, -1.543], [-0.222, 0.228, 0.352], [-0.129, -0.098, 0.001], [-0.084, 0.215, -0.237], [-0.241, 0.161, -0.379], [0.041, -0.043, -0.086], [-0.047, -0.010, -0.092], [-0.021, 0.003, -0.065], [-0.034, 0.102, 0.053], [-0.068, -0.003, 0.022], [-0.017, 0.045, 0.042], [0.000, -0.034, 0.009], [0.016, 0.042, 0.063], [-0.089, 0.061, 0.033], [-0.016, 0.002, -0.009], [0.026, 0.099, -0.065], [0.007, 0.032, -0.031], [-0.073, -0.043, 0.018], [0.045, -0.062, 0.052], [-0.020, -0.014, -0.005], [0.063, 0.021, 0.045], [0.057, -0.092, 0.100], [0.024, 0.037, 0.070], [0.224, 0.064, 0.129], [-0.127, 0.953, -0.632], [-0.120, -0.215, 0.420], [0.117, -0.005, -0.074], [-0.396, -0.125, -0.087], [0.492, 0.902, 0.518], [-0.879, -1.157, 0.387], [0.408, 0.192, -0.226], [-0.060, 0.046, -0.127], [0.079, -0.311, -0.029], [0.070, -0.321, -0.050], [-0.088, -0.052, 0.028], [-0.051, -0.080, -0.053], [-0.032, -0.056, -0.023], [0.123, -0.021, -0.024], [0.018, 0.032, -0.073], [0.061, 0.013, -0.006], [-0.042, 0.043, -0.006], [0.073, 0.035, 0.020], [0.084, -0.006, -0.093], [-0.001, -0.009, -0.017], [0.047, -0.106, 0.038], [0.008, -0.043, 0.004], [-0.014, 0.035, -0.087], [-0.034, 0.081, 0.034], [-0.014, -0.003, -0.026], [0.016, 0.020, 0.031], [-0.023, 0.083, -0.007], [0.064, 0.025, 0.043]]}